[1]
The following is a DFT calculation (the ωB97M-V functional and the def2-TZVPD basis) of C34H28CaF6N7O6S3 as an isolated structure.

Computed properties:
**HOMO-LUMO gap**: 7.6 eV
**Highest occupied orbital energy**: -0.3883 Ha
**LUMO**: -2.955 eV
**Net charge**: +1

Atoms and positions in Å:
Ca 0.671 0.900 -0.006
S 0.537 -1.561 1.397
S -0.183 2.674 -3.124
S 0.800 3.287 -0.764
F -0.173 5.699 -1.355
F 1.859 5.411 -2.095
F 1.465 5.583 0.006
F -2.729 1.917 -3.461
F -2.483 3.462 -1.989
F -1.989 1.416 -1.517
O -0.481 3.223 -0.121
O 4.920 -0.332 -0.272
O -0.132 4.084 -3.289
O 1.922 2.972 0.069
O 0.246 2.477 4.233
O -0.044 1.800 -4.238
N 2.755 -0.007 -0.699
N -1.360 -3.240 2.171
N 2.278 0.865 1.788
N 0.805 2.258 -1.959
N -0.610 -1.149 -1.387
N -0.281 1.619 2.238
N -1.625 -2.698 0.060
C 0.986 5.108 -1.153
C -0.849 -2.476 1.173
C -5.104 0.144 1.886
C -2.449 -3.924 1.711
C 1.162 -3.717 -3.713
C -3.880 1.703 3.245
C 4.569 0.669 2.428
C 1.380 -3.682 -2.346
C 0.605 1.809 3.131
C -1.489 2.313 2.660
C 2.551 -1.595 -2.577
C -1.947 2.361 -2.481
C 1.653 -2.701 -4.517
C -0.839 -3.255 3.507
C -2.747 1.505 2.463
C -2.050 -2.153 -3.549
C 3.710 0.040 0.144
C -3.976 -0.057 1.108
C 3.526 0.523 1.512
C 4.267 1.191 3.677
C -1.155 2.739 4.113
C 2.082 -2.631 -1.777
C 3.299 -0.430 -1.977
C 2.334 -1.639 -3.949
C 2.962 1.557 3.964
C -2.212 -2.684 -2.283
C -1.472 -2.153 -1.222
C 1.995 1.382 2.973
C -0.422 -0.692 -2.622
C -5.047 1.013 2.963
C -1.120 -1.141 -3.732
C -2.618 -3.603 0.413
C -2.801 0.609 1.402
C 4.780 -0.760 -1.630
H -5.919 1.171 3.580
H -1.673 2.128 4.860
H 1.007 -4.477 -1.717
H -3.377 -3.944 -0.255
H 5.042 1.321 4.415
H 0.249 -3.203 3.456
H -1.148 -4.168 4.011
H -1.570 3.189 2.000
H 1.495 -2.732 -5.583
H -6.027 -0.363 1.655
H 0.619 -4.541 -4.151
H -0.927 -0.695 -4.695
H 5.574 0.382 2.162
H 4.975 -1.836 -1.676
H -3.023 -4.578 2.334
H 2.259 -2.616 -0.708
H -4.018 -0.719 0.255
H -3.865 2.406 4.064
H 2.688 1.982 4.917
H 3.219 0.423 -2.661
H 0.317 0.087 -2.730
H -2.887 -3.510 -2.141
H 2.709 -0.842 -4.574
H -1.913 0.463 0.796
H 5.512 -0.231 -2.242
H -1.204 -2.383 4.055
H -1.333 3.796 4.314
H -2.631 -2.540 -4.374

---

[2]
The following is a DFT calculation (the ωB97M-V functional and the def2-TZVPD basis) of C34H28Cl2GaN2O4P as an isolated structure.

Computed properties:
**HOMO-LUMO gap**: 5.6 eV
**Energy above the lowest of the compared OMol25 structures with the same formula, charge and spin**: 0.0 kcal/mol
**Highest occupied orbital energy**: -0.2851 Ha
**LUMO**: -2.129 eV
**Net charge**: 0

Atoms and positions in Å:
Ga 0.853 -0.970 1.070
Cl -1.247 -3.001 1.653
Cl -0.587 2.453 -3.970
P -1.384 0.312 0.619
O 0.314 -0.075 2.668
O 3.105 -0.418 -6.686
O 1.448 0.993 -6.272
O -0.243 -1.143 4.575
N 2.594 -0.856 -0.286
N 2.493 -1.748 2.249
C -4.030 0.688 4.399
C -0.273 4.200 1.121
C 1.534 1.699 -1.237
C 2.112 0.893 -3.519
C -4.208 -1.790 -1.458
C 2.403 -2.184 3.502
C -1.896 2.798 -0.647
C 3.158 -1.475 -2.582
C -2.744 0.199 4.532
C -0.528 -0.449 3.618
C -1.925 0.063 3.417
C -2.452 -0.320 -0.704
C 3.130 -1.234 -3.938
C 2.571 -0.052 -4.409
C -0.913 4.869 0.083
C 2.420 0.162 -5.886
C 3.627 -1.929 1.567
C -3.903 -1.475 -2.776
C -1.235 2.120 0.371
C -2.412 0.373 2.143
C 4.624 -3.066 3.405
C 4.717 -2.585 2.108
C 0.139 -2.786 0.520
C 2.630 -0.538 -1.679
C 3.627 -1.408 0.211
C -1.721 4.168 -0.795
C -3.484 -1.218 -0.423
C -4.513 1.021 3.139
C -0.423 2.830 1.259
C 2.116 0.670 -2.148
C -2.868 -0.595 -3.060
C -2.132 -0.030 -2.031
C 3.455 -2.857 4.113
C -3.714 0.856 2.022
H -0.772 5.935 -0.043
H 5.454 -3.596 3.856
H -4.102 1.114 1.044
H 3.501 -2.434 -2.212
H -5.514 1.418 3.027
H 0.483 1.470 -1.103
H -4.472 -1.922 -3.583
H 0.817 -3.618 0.691
H -4.658 0.812 5.273
H -2.348 -0.084 5.499
H 0.087 2.309 2.061
H -5.010 -2.482 -1.233
H 2.019 1.738 -0.259
H 5.612 -2.717 1.513
H -1.328 0.658 -2.290
H 3.496 -1.969 -4.643
H -3.718 -1.476 0.602
H -2.632 -0.335 -4.084
H 0.871 1.322 -5.545
H -2.520 2.266 -1.350
H 1.476 -1.971 4.028
H -0.251 -2.845 -0.492
H 0.349 4.747 1.818
H 3.345 -3.206 5.130
H 4.539 -1.489 -0.375
H 1.559 2.686 -1.692
H -2.203 4.677 -1.621
H 1.685 1.823 -3.869

---

[3]
The following is a DFT calculation (the ωB97M-V functional and the def2-TZVPD basis) of C34H28Cl2MnNO2S3Sb as an isolated structure.

Computed properties:
**Spin multiplicity**: 6
**HOMO-LUMO gap (spin up / spin down)**: 7.4 / 7.5 eV
**Energy above the lowest of the compared OMol25 structures with the same formula, charge and spin**: 23.0 kcal/mol
**Highest occupied orbital energy (spin up / spin down)**: -0.2889 / -0.2932 Ha
**LUMO (spin up / spin down)**: -0.476 / -0.512 eV
**Net charge**: 0
**Expectation value of S²**: 8.757

Atoms and positions in Å:
Sb -1.268 0.543 0.232
Mn 2.564 -1.362 1.246
Cl 4.650 -0.290 0.267
Cl 1.849 3.879 2.427
S 0.193 -1.309 4.399
S 2.612 -3.908 2.425
S 1.920 0.810 1.843
O 3.623 -4.698 3.050
O 2.930 -3.483 1.033
N 2.210 -2.512 3.127
C -0.695 -6.259 2.339
C 0.150 -0.324 -2.516
C 0.344 5.123 -0.647
C 0.230 -3.815 3.257
C -2.427 3.417 1.303
C -4.822 -0.540 -2.133
C -3.001 0.615 -1.061
C -4.576 1.823 -2.448
C 4.110 4.104 1.028
C -3.699 -0.575 -1.310
C 1.650 -2.234 -2.665
C -5.263 0.646 -2.699
C 5.198 3.635 0.310
C -1.077 -4.184 3.536
C 0.617 -5.902 2.065
C 3.147 3.225 1.489
C -1.241 3.617 0.395
C 1.048 4.043 -1.155
C -3.244 -1.892 -0.735
C -0.597 0.736 -3.280
C 0.924 -2.537 3.621
C -1.528 -5.409 3.067
C 3.202 1.839 1.248
C -0.047 -0.581 -1.154
C 4.343 1.426 0.556
C 1.038 -4.671 2.529
C -3.452 1.799 -1.635
C -0.783 4.905 0.130
C 5.325 2.277 0.081
C 0.594 2.755 -0.908
C 0.551 -1.724 -0.601
C 1.382 -2.558 -1.341
C 1.030 -1.140 -3.236
C -0.560 2.529 -0.165
H 1.948 4.197 -1.737
H -0.025 1.056 -4.151
H -1.710 -3.515 4.102
H 1.154 1.914 -1.302
H 1.279 -6.555 1.513
H 0.681 6.134 -0.838
H 5.952 4.320 -0.051
H -2.546 -5.714 3.270
H -6.141 0.649 -3.333
H -1.549 0.332 -3.631
H -2.133 2.866 2.200
H -0.823 1.610 -2.678
H -1.075 -7.209 1.989
H -1.316 5.750 0.551
H 1.796 -3.453 -0.901
H -3.228 2.854 0.817
H -4.909 2.757 -2.884
H 3.999 5.157 1.244
H -3.112 -1.833 0.348
H -3.968 -2.679 -0.942
H -5.358 -1.461 -2.331
H -2.286 -2.199 -1.164
H 1.206 -0.914 -4.281
H -2.840 4.374 1.620
H -2.914 2.724 -1.458
H 0.278 -2.017 0.418
H 6.176 1.874 -0.449
H 2.312 -2.855 -3.254

---

Number 1: largest force on an atom 3.503 eV/Å. Number 2: largest force on an atom 1.001 eV/Å. Number 3: largest force on an atom 0.204 eV/Å.